# 1
A cluster of 2 separate species, C4H9O2 in total. Source: OMol25; level of theory: ωB97M-V/def2-TZVPD.

```
15
Properties=species:S:1:pos:R:3:forces:R:3
C -0.074566 -1.817266 0.665660 2.23 -0.74 0.11
C 1.507929 -1.458866 0.743860 -0.44 -0.12 -1.01
O 1.999098 -0.967062 -0.315205 -0.41 -0.22 0.77
O 2.101102 -1.800196 1.773919 0.05 0.05 0.57
H -0.116235 -2.217486 -0.346532 -0.80 0.40 -0.16
H -0.709068 -0.975592 0.909400 -0.20 0.02 -0.18
H -0.224932 -2.658392 1.344324 -0.22 0.23 0.21
C -0.154257 0.992067 -1.050085 -1.08 -0.28 1.14
C -0.907697 2.006779 -0.176665 0.10 0.50 -0.51
H -0.632865 0.046319 -0.816012 0.08 -0.25 -0.58
H -0.322011 1.196405 -2.099877 0.50 0.09 -0.26
H 0.869314 0.821996 -0.723231 0.08 0.21 -0.50
H -0.235164 2.808167 0.133330 -0.17 0.12 0.18
H -1.373938 1.561297 0.701533 0.25 -0.07 0.15
H -1.726710 2.461828 -0.744423 0.03 0.08 0.07
```
Forces are in eV/Å.

Calculated values
* Kohn-Sham gap: 7.9 eV
* ΔE to the lowest compared entry with this formula, charge and spin: 12.8 kcal per mole
* total charge: -1
* E_HOMO: -3.914 eV
* calculated total energy: -8389.9368 eV
* LUMO: 4.03 eV

=====

# 2
The molecule C4H7NO. Source: OMol25; level of theory: ωB97M-V/def2-TZVPD.

```
13
Properties=species:S:1:pos:R:3:forces:R:3
O 1.791314 0.775617 0.419710 -0.03 0.06 0.15
C 0.861719 0.267474 -0.488366 0.07 -0.20 -0.45
C 0.313807 -1.161584 -0.200182 0.14 -0.24 0.11
C -1.058553 -0.535597 0.154506 -0.13 -0.08 -0.47
N -0.862840 0.415500 1.222020 0.79 0.71 -0.24
C -0.563395 0.748684 -0.321761 0.17 -0.36 -0.93
H 1.373597 0.663986 1.293103 0.05 0.08 -0.22
H 1.246019 0.437374 -1.492863 0.16 -0.22 0.01
H 0.832914 -1.720915 0.579893 -0.10 0.00 -0.02
H 0.263144 -1.749459 -1.122763 -0.03 0.03 0.19
H -2.014662 -0.997994 -0.084139 0.07 0.17 0.21
H -0.981232 1.437745 0.942426 -1.56 -0.25 1.26
H -1.201830 1.419170 -0.901580 0.41 0.28 0.39
```
Forces are in eV/Å.

Calculated values
* Kohn-Sham gap: 10.3 eV
* ΔE to the lowest compared entry with this formula, charge and spin: 106.9 kcal per mole
* E_HOMO: -9.276 eV
* calculated total energy: -7795.0077 eV
* SMILES: O[C@H]1C[C@H]2N[C@@H]12
* LUMO: 1.01 eV